Density functional theory data (ωB97M-V/def2-TZVPD) for a molecular structure, C46H65IrN2O4P3Si.

Calculated values
- HOMO level (spin up / spin down): -11.431 / -12.711 eV
- Charge: +2
- Energy: -3619.59518 Ha
- Spin multiplicity: 6
- Relative energy (zero: lowest compared OMol25 entry of this formula, charge and spin): 0.000 eV
- Orbital gap (spin up / spin down): 7.2 / 5.7 eV
- <S²>: 8.764

CARTESIAN COORDINATES (ANGSTROEM)
Ir: 14.00 -8.59 9.82
C: 11.21 -7.14 12.59
C: 10.70 -7.62 11.23
C: 9.33 -6.98 10.95
P: 11.91 -7.27 9.88
C: 11.02 -7.32 8.22
C: 10.34 -8.67 8.06
C: 10.14 -6.14 7.78
C: 12.50 -5.56 10.27
C: 11.68 -4.41 10.13
C: 12.20 -3.14 10.40
C: 13.52 -2.95 10.74
C: 14.30 -4.11 10.94
C: 13.82 -5.38 10.73
Si: 14.98 -6.77 11.18
C: 14.97 -6.70 13.18
C: 14.01 -5.81 13.74
C: 13.79 -5.69 15.10
C: 14.46 -6.47 16.03
C: 15.38 -7.39 15.56
C: 15.62 -7.46 14.18
P: 16.97 -8.62 13.88
C: 18.64 -8.05 14.37
C: 19.19 -6.98 13.44
C: 18.75 -7.54 15.79
C: 16.61 -10.10 14.72
C: 15.64 -10.88 13.82
C: 17.84 -10.95 15.10
C: 16.56 -5.98 10.57
C: 17.45 -5.30 11.36
C: 18.46 -4.55 10.81
C: 18.63 -4.41 9.46
C: 17.70 -5.07 8.64
C: 16.71 -5.91 9.17
P: 15.52 -6.80 8.12
C: 15.06 -5.64 6.74
C: 14.17 -6.29 5.67
C: 14.50 -4.36 7.34
C: 16.62 -8.02 7.25
C: 17.19 -8.96 8.29
C: 17.72 -7.57 6.32
H: 10.46 -7.35 13.32
H: 11.49 -6.06 12.61
H: 12.14 -7.70 12.88
H: 10.59 -8.66 11.24
H: 9.36 -5.86 11.03
H: 8.64 -7.29 11.72
H: 8.96 -7.26 9.94
H: 11.85 -7.31 7.54
H: 9.44 -8.81 8.67
H: 11.00 -9.52 8.23
H: 10.07 -8.81 7.02
H: 9.43 -5.81 8.55
H: 9.49 -6.54 6.97
H: 10.69 -5.27 7.47
H: 10.64 -4.43 9.85
H: 11.58 -2.28 10.26
H: 13.91 -1.93 10.85
H: 15.31 -3.97 11.22
H: 13.47 -5.09 13.14
H: 13.14 -4.92 15.46
H: 14.27 -6.31 17.07
H: 15.93 -7.94 16.31
H: 19.22 -8.91 14.21
H: 18.93 -5.96 13.70
H: 18.96 -7.16 12.38
H: 20.25 -7.07 13.51
H: 18.11 -6.71 15.94
H: 19.77 -7.16 15.98
H: 18.54 -8.28 16.54
H: 16.03 -9.88 15.62
H: 16.20 -11.28 12.97
H: 14.81 -10.21 13.57
H: 15.20 -11.71 14.34
H: 18.44 -11.21 14.18
H: 17.41 -11.91 15.53
H: 18.57 -10.54 15.84
H: 17.41 -5.39 12.44
H: 19.19 -4.18 11.53
H: 19.41 -3.80 9.07
H: 17.68 -4.96 7.61
H: 16.02 -5.36 6.26
H: 13.25 -6.68 6.15
H: 14.70 -7.12 5.22
H: 13.92 -5.55 4.92
H: 13.53 -4.48 7.82
H: 14.41 -3.61 6.54
H: 15.14 -3.92 8.11
H: 15.88 -8.59 6.65
H: 17.74 -8.43 9.06
H: 17.83 -9.70 7.85
H: 16.40 -9.51 8.77
H: 18.57 -7.24 6.88
H: 17.34 -6.87 5.52
H: 18.07 -8.48 5.84
O: 18.39 -10.26 11.96
H: 18.40 -11.15 11.70
H: 18.77 -9.74 11.26
N: 14.52 -11.15 7.99
C: 14.34 -11.81 6.84
C: 13.67 -10.94 5.97
C: 13.46 -9.82 6.73
N: 14.04 -9.91 7.95
H: 14.99 -11.44 8.83
H: 14.67 -12.81 6.70
H: 13.41 -11.15 4.93
H: 12.93 -8.93 6.53
O: 11.78 -12.83 10.95
C: 11.60 -12.36 12.22
C: 10.86 -13.16 13.09
C: 10.63 -12.68 14.34
C: 11.14 -11.45 14.81
C: 11.83 -10.63 13.93
C: 12.12 -11.09 12.60
C: 12.83 -10.23 11.73
O: 13.44 -9.20 12.15
O: 12.99 -10.56 10.49
H: 12.32 -12.11 10.51
H: 10.46 -14.09 12.74
H: 9.95 -13.28 15.03
H: 10.88 -11.07 15.78
H: 12.10 -9.65 14.18

---

Density functional theory data (ωB97M-V/def2-TZVPD) for 5 unconnected molecules or ions with the total composition C46H66Cl2NO12P2S2.

Calculated values
- HOMO level: -10.527 eV
- Charge: +1
- Energy: -5149.31713 Ha
- Orbital gap: 7.9 eV

CARTESIAN COORDINATES (ANGSTROEM)
C: -0.82 -3.99 1.36
C: 0.12 -2.75 1.16
O: -0.51 -1.74 0.36
C: 0.28 -0.56 0.34
C: -0.01 0.56 1.43
C: 1.20 0.87 2.38
C: 0.62 0.97 3.85
C: 1.35 2.12 4.64
C: 2.90 2.02 4.60
S: 3.51 0.69 5.67
O: 4.92 0.67 5.50
O: 2.88 -0.56 5.37
Cl: 3.05 1.13 7.63
N: -0.55 1.69 0.61
C: -1.99 1.50 0.11
C: -2.79 0.34 0.72
C: -4.31 0.66 0.47
C: -5.22 -0.53 0.86
O: -5.72 -1.26 -0.25
C: -6.63 -0.57 -1.02
C: -7.68 0.40 -0.45
O: -6.58 -0.70 -2.18
C: -0.67 3.02 1.32
C: -0.83 4.25 0.38
C: -2.15 4.99 0.69
O: -2.57 5.02 1.79
O: -2.82 5.65 -0.30
C: 0.45 1.64 -0.53
P: 2.05 2.55 -0.46
O: 2.08 3.80 0.31
O: 2.37 2.98 -2.00
O: 3.28 1.68 0.15
C: 0.49 0.15 -1.09
C: 1.87 -0.50 -1.53
C: 2.58 0.02 -2.83
C: 4.09 0.33 -2.48
Cl: 2.76 -1.29 -4.11
P: -0.68 -0.27 -2.47
O: -0.28 -1.65 -3.26
O: -2.22 -0.56 -2.02
S: -0.74 1.11 -3.83
H: -0.27 -4.90 1.07
H: -1.76 -3.89 0.80
H: -1.08 -4.09 2.43
H: 0.36 -2.37 2.17
H: 1.04 -3.15 0.67
H: 1.24 -0.95 0.73
H: -0.67 0.06 2.15
H: 1.70 1.83 2.20
H: 1.95 0.06 2.42
H: -0.44 1.28 3.84
H: 0.70 0.02 4.40
H: 1.03 3.06 4.14
H: 0.95 2.18 5.67
H: 3.33 1.97 3.59
H: 3.29 2.96 5.04
H: -2.63 2.36 0.39
H: -2.03 1.54 -1.00
H: -2.71 0.30 1.83
H: -2.64 -0.65 0.30
H: -4.62 1.62 0.93
H: -4.39 0.81 -0.63
H: -4.62 -1.24 1.46
H: -6.01 -0.18 1.55
H: -7.90 1.11 -1.27
H: -8.63 -0.12 -0.24
H: -7.33 1.01 0.40
H: 0.25 3.25 1.89
H: -1.45 2.99 2.09
H: -0.88 4.00 -0.70
H: -0.04 5.00 0.55
H: -3.75 5.38 -0.22
H: -0.03 2.15 -1.40
H: 1.69 3.66 -2.19
H: 3.52 2.06 1.01
H: 1.68 -1.58 -1.69
H: 2.64 -0.51 -0.74
H: 2.09 0.85 -3.35
H: 4.24 1.36 -2.14
H: 4.66 0.23 -3.42
H: 4.48 -0.44 -1.80
H: -0.18 -2.37 -2.62
H: -2.37 -1.49 -1.78
C: -1.15 -0.81 -7.70
C: -1.02 -1.32 -8.99
C: 0.07 -2.12 -9.31
C: 1.02 -2.43 -8.34
C: 0.88 -1.92 -7.05
C: -0.20 -1.11 -6.74
H: -2.00 -0.18 -7.46
H: -1.76 -1.09 -9.74
H: 0.18 -2.52 -10.31
H: 1.86 -3.06 -8.59
H: 1.62 -2.15 -6.30
H: -0.30 -0.71 -5.74
C: 8.61 -0.32 3.51
C: 8.99 -1.21 2.52
C: 8.07 -2.13 2.02
C: 6.77 -2.14 2.51
C: 6.39 -1.25 3.51
C: 7.31 -0.35 4.01
H: 9.33 0.39 3.91
H: 10.00 -1.19 2.13
H: 8.36 -2.82 1.24
H: 6.05 -2.86 2.12
H: 5.38 -1.27 3.89
H: 7.02 0.34 4.79
C: -4.72 2.54 6.24
C: -4.47 3.04 4.97
C: -3.66 4.15 4.80
C: -3.09 4.77 5.91
C: -3.34 4.27 7.19
C: -4.15 3.16 7.35
H: -5.35 1.67 6.37
H: -4.91 2.55 4.10
H: -3.47 4.54 3.81
H: -2.45 5.64 5.78
H: -2.89 4.75 8.05
H: -4.35 2.77 8.34
C: -0.14 -6.82 -4.42
C: 0.45 -5.59 -4.19
C: 0.09 -4.49 -4.96
C: -0.88 -4.63 -5.96
C: -1.47 -5.86 -6.18
C: -1.10 -6.96 -5.42
H: 0.14 -7.68 -3.82
H: 1.19 -5.48 -3.41
H: 0.55 -3.53 -4.79
H: -1.16 -3.77 -6.56
H: -2.22 -5.97 -6.96
H: -1.56 -7.92 -5.60

---

Density functional theory data (ωB97M-V/def2-TZVPD) for a molecular structure, C46H66N11O6P.

Calculated values
- HOMO level: -3.158 eV
- Charge: -2
- Energy: -3187.05943 Ha
- Relative energy (zero: lowest compared OMol25 entry of this formula, charge and spin): 3.124 eV
- Orbital gap: 6.9 eV

CARTESIAN COORDINATES (ANGSTROEM)
C: -34.48 -42.16 -0.92
O: -34.43 -42.18 -2.39
C: -35.24 -41.19 -3.00
C: -34.65 -39.78 -3.00
N: -35.73 -38.86 -3.33
H: -36.36 -38.89 -2.44
H: -35.55 -37.85 -3.53
C: -36.68 -39.19 -4.54
C: -37.64 -37.92 -4.75
O: -38.18 -38.11 -6.13
C: -38.75 -36.95 -6.53
H: -33.66 -42.92 -0.55
H: -35.55 -42.55 -0.63
H: -34.23 -41.25 -0.46
H: -36.38 -41.17 -2.64
H: -35.28 -41.44 -3.99
H: -33.75 -39.71 -3.62
H: -34.10 -39.34 -2.23
H: -37.24 -40.02 -4.28
H: -36.34 -39.27 -5.61
H: -37.17 -36.96 -4.74
H: -38.38 -38.01 -4.11
H: -37.89 -36.33 -7.04
H: -39.41 -36.39 -5.96
H: -39.22 -37.13 -7.52
P: -34.11 -36.00 -2.31
O: -32.96 -36.98 -1.90
O: -33.52 -34.52 -2.62
O: -35.09 -36.13 -1.27
O: -34.57 -36.61 -3.49
N: -31.62 -38.01 -3.84
C: -30.30 -38.51 -3.60
C: -29.65 -38.61 -4.74
C: -30.74 -38.46 -5.83
C: -31.89 -38.12 -5.23
H: -32.10 -37.50 -3.03
H: -30.02 -38.51 -2.56
H: -28.54 -38.75 -4.72
H: -30.52 -38.69 -6.93
H: -33.00 -37.80 -5.76
N: -32.81 -33.24 -0.55
C: -31.47 -33.19 -0.05
C: -31.57 -32.61 1.16
C: -33.04 -32.21 1.32
C: -33.71 -32.82 0.36
H: -32.99 -33.95 -1.35
H: -30.75 -33.53 -0.72
H: -30.90 -32.39 2.05
H: -33.45 -31.74 2.10
H: -34.75 -32.84 0.17
N: -31.39 -33.66 -3.93
C: -30.73 -32.54 -3.67
C: -29.77 -32.43 -4.52
C: -29.72 -33.69 -5.35
C: -30.77 -34.45 -4.88
H: -32.20 -34.13 -3.31
H: -31.10 -31.96 -2.99
H: -29.03 -31.56 -4.54
H: -28.93 -34.08 -6.00
H: -31.13 -35.40 -4.90
N: -34.55 -32.45 -3.68
C: -33.99 -31.68 -4.74
C: -34.81 -30.64 -4.97
C: -35.90 -30.72 -3.84
C: -35.61 -31.77 -3.13
H: -34.10 -33.32 -3.20
H: -33.06 -32.14 -5.19
H: -34.52 -29.93 -5.83
H: -36.74 -30.02 -3.71
H: -36.12 -32.24 -2.12
N: -36.87 -37.81 -0.93
C: -36.51 -38.92 -0.33
C: -37.47 -39.86 -0.49
C: -38.54 -39.13 -1.15
C: -38.23 -37.83 -1.25
H: -36.19 -36.93 -0.99
H: -35.73 -38.96 0.31
H: -37.47 -40.92 -0.06
H: -39.30 -39.61 -1.64
H: -38.42 -36.80 -1.86
N: -34.94 -36.14 1.25
C: -33.81 -35.84 2.08
C: -34.26 -35.84 3.28
C: -35.74 -36.09 3.37
C: -36.05 -36.41 1.99
H: -35.04 -36.39 0.17
H: -32.91 -35.53 1.72
H: -33.63 -35.44 4.00
H: -36.39 -36.19 4.10
H: -37.07 -36.65 1.46
N: -30.58 -36.17 -1.12
C: -30.30 -36.31 0.29
C: -29.02 -36.05 0.43
C: -28.45 -35.75 -0.91
C: -29.48 -35.71 -1.78
H: -31.68 -36.31 -1.67
H: -30.99 -36.81 1.11
H: -28.69 -36.09 1.37
H: -27.59 -35.40 -1.18
H: -29.50 -35.28 -2.70
N: -32.54 -38.82 -0.41
C: -31.91 -39.95 -0.85
C: -31.69 -40.75 0.27
C: -32.35 -40.04 1.42
C: -33.01 -38.89 0.94
H: -32.93 -37.87 -1.02
H: -31.35 -39.84 -1.88
H: -31.05 -41.70 0.24
H: -32.58 -40.13 2.29
H: -33.66 -38.13 1.47
N: -36.99 -34.48 -0.92
C: -37.33 -33.75 0.20
C: -38.43 -33.00 -0.10
C: -38.87 -33.36 -1.51
C: -37.92 -34.26 -1.97
H: -36.18 -35.12 -0.85
H: -36.68 -33.96 1.09
H: -38.92 -32.34 0.39
H: -39.86 -33.11 -1.79
H: -37.73 -34.76 -2.78
N: -34.65 -36.07 -5.97
C: -35.04 -36.84 -6.97
C: -34.53 -36.44 -8.10
C: -33.61 -35.25 -7.70
C: -33.84 -35.10 -6.31
H: -34.76 -36.32 -5.07
H: -35.58 -37.85 -6.68
H: -34.77 -36.97 -8.94
H: -32.98 -34.65 -8.42
H: -33.44 -34.40 -5.36